Entry 1:
Formula: C2HBrN2O2
Source: the OMol25 dataset
Level of theory: wB97M-V/def2-TZVPD

The value obtained for the molecular weight is 164.95 Da. As for the total energy: -2910.590490 a.u. The frontier orbital gap is 9.7 eV. Its SMILES is [O-][N+]#CBr.C#[N+][O-]. The value obtained for the energy above the lowest of the compared OMol25 structures with the same formula, charge and spin is 522.8 kJ/mol. The LUMO energy comes out at 0.09 eV. The maximum force is 2.08 eV/A.

Structure (XYZ):
```
8
Properties=species:S:1:pos:R:3:lowdin_charge:R:1
C -1.53 -0.78 -0.05 0.153
C 1.46 0.80 0.16 -0.603
N -0.79 -1.27 -0.79 -0.237
N 0.77 1.21 1.01 -0.226
O 0.18 1.41 2.02 0.019
O 0.02 -1.68 -1.54 -0.007
Br 2.15 0.78 -1.49 0.831
H -2.25 -0.49 0.65 0.071
```

---

Entry 2:
Formula: C2HCl2FS
Source: the OMol25 dataset
Level of theory: wB97M-V/def2-TZVPD

The value obtained for the molecular weight is 147.00 Da. As for the total energy: -1495.182297 a.u. The frontier orbital gap is 8.5 eV. Its SMILES is FC(Cl)(Cl)C=S. The value obtained for the energy above the lowest of the compared OMol25 structures with the same formula, charge and spin is 111.2 kJ/mol. The LUMO energy comes out at -1.23 eV. The maximum force is 3.63 eV/A.

Structure (XYZ):
```
7
Properties=species:S:1:pos:R:3:lowdin_charge:R:1
C -0.43 0.32 -0.04 -1.303
C 0.79 -0.47 0.05 -0.750
H 0.50 -1.30 0.55 0.029
F -0.78 0.19 1.24 -0.087
S 2.19 -0.14 -0.54 0.824
Cl -1.94 -0.56 -0.80 0.551
Cl -0.32 1.96 -0.46 0.737
```

---

Entry 3:
Formula: C2HCl2NO
Source: the OMol25 dataset
Level of theory: wB97M-V/def2-TZVPD

The value obtained for the molecular weight is 125.94 Da. As for the total energy: -1127.059883 a.u. The frontier orbital gap is 9.5 eV. The value obtained for the energy above the lowest of the compared OMol25 structures with the same formula, charge and spin is 302.5 kJ/mol. The LUMO energy comes out at 0.43 eV. The maximum force is 2.99 eV/A.

Structure (XYZ):
```
7
Properties=species:S:1:pos:R:3:lowdin_charge:R:1
C -3.76 1.69 0.04 -0.822
C -0.57 0.15 0.40 -0.729
N -3.73 2.83 0.22 0.095
O -0.87 0.31 1.62 -0.093
Cl -3.72 0.07 -0.24 0.742
Cl -0.40 1.51 -0.50 0.660
H -0.83 1.06 2.27 0.147
```

---

Entry 4:
Formula: C2HCl2NO3
Source: the OMol25 dataset
Level of theory: wB97M-V/def2-TZVPD

The value obtained for the molecular weight is 157.94 Da. As for the total energy: -1277.528980 a.u. The frontier orbital gap is 9.7 eV. Its SMILES is O=C(C(Cl)Cl)[N+](=O)[O-]. The value obtained for the energy above the lowest of the compared OMol25 structures with the same formula, charge and spin is 178.1 kJ/mol. The LUMO energy comes out at -0.89 eV. The maximum force is 4.06 eV/A.

Structure (XYZ):
```
9
Properties=species:S:1:pos:R:3:lowdin_charge:R:1
C -0.03 0.61 0.10 -0.437
C -1.12 -0.34 -0.03 -1.068
N 1.61 -0.06 0.01 -0.329
O 0.01 1.75 0.36 0.165
O 1.74 -1.25 -0.12 0.055
O 2.46 0.75 0.15 0.105
Cl -1.81 0.04 -1.61 0.670
Cl -2.09 -0.01 1.39 0.698
H -0.76 -1.49 -0.24 0.141
```